(1)
49
Properties=species:S:1:pos:R:3:forces:R:3 method="wB97M-V/def2-TZVPD" charge=0 homo_ev=-8.468 smiles="Cc1cc(-c2nc(C(=O)Nc3cn(C4CCOCC4)nc3C(N)=O)co2)ccn1" relative_energy_kj_mol=0.0 e_tot_ha=-1365.5788
C 6.4089 -5.3749 -1.6148 0.0037 -0.0150 0.0461
C 5.2463 -4.5322 -2.0341 -0.1160 -0.0660 0.1495
N 5.3135 -3.9679 -3.2319 0.4230 -0.1595 -0.1752
C 4.3269 -3.1806 -3.6287 -0.3309 0.2446 -0.0003
C 3.2185 -2.8926 -2.8545 0.0186 -0.1556 0.2291
C 3.1315 -3.4970 -1.5995 0.5855 -0.3521 -0.2015
C 4.1577 -4.3401 -1.1868 -0.1871 0.2090 -0.2022
H 4.1154 -4.8202 -0.2209 0.0323 -0.0495 0.0825
C 1.9996 -3.2134 -0.7421 -0.6682 0.7892 -0.0505
N 1.1946 -2.2012 -0.8578 0.5747 -0.2279 -0.3416
C 0.3072 -2.3185 0.1755 0.2199 -1.0552 0.6608
C 0.6295 -3.4423 0.8865 -0.7967 1.0208 -0.1107
O 1.7040 -4.0064 0.3133 0.4055 -0.2650 -0.2294
H 0.2015 -3.9014 1.7529 0.0087 -0.1389 0.1428
C -0.7316 -1.3074 0.4466 0.0256 0.1187 -0.0891
O -1.6062 -1.4561 1.2807 -0.1015 -0.0187 0.1084
N -0.5694 -0.1967 -0.3129 0.3050 -0.1621 -0.2483
C -1.2904 0.9668 -0.1556 -0.3423 0.5385 0.1351
C -2.4320 1.2126 0.5837 0.3147 -0.4031 -0.1506
N -2.7042 2.5291 0.4459 0.3940 -0.2077 -0.2684
N -1.8296 3.1410 -0.3360 0.3008 0.3525 -0.3175
C -0.9509 2.2171 -0.7207 -0.6276 -0.6564 0.5910
C 0.1927 2.4724 -1.6026 0.0442 0.5431 -0.1616
O 0.9610 1.5870 -1.9415 0.0687 -0.2909 0.0097
N 0.3177 3.7576 -1.9956 0.0803 0.1316 -0.0919
H -0.3633 4.4337 -1.7003 -0.0186 0.0547 -0.0015
H 1.0616 4.0169 -2.6203 -0.0333 -0.0536 0.0397
C -3.7866 3.3190 0.9991 -0.5687 0.6980 0.1029
C -4.7553 2.5087 1.8624 0.3457 -0.0354 0.1559
H -5.0609 1.5960 1.3519 -0.0900 -0.0447 -0.0307
H -5.6437 3.1239 2.0167 0.0113 -0.0188 -0.0569
C -4.1607 2.1718 3.2353 -0.1945 -0.1801 -0.1028
H -4.9292 1.7435 3.8813 0.0739 -0.0756 -0.0969
O -3.6961 3.3211 3.9037 -0.1386 0.0308 0.1275
C -2.6834 3.9645 3.1675 0.1314 0.3428 -0.2394
C -3.2103 4.4785 1.8272 0.0677 -0.2926 0.2099
H -2.4087 4.9603 1.2692 -0.0494 0.0604 -0.0182
H -4.0047 5.2027 2.0114 -0.0138 0.0388 -0.0126
H -2.3414 4.7945 3.7892 0.0650 -0.0810 -0.1000
H -1.8412 3.2754 3.0008 -0.0145 0.0426 0.0414
H -3.3390 1.4485 3.1360 -0.0811 0.0209 0.0633
H -4.3290 3.7377 0.1400 0.0914 -0.1263 0.1651
H -3.0174 0.5279 1.1566 -0.1244 -0.0481 0.1429
H 0.2182 -0.1347 -0.9571 -0.0925 -0.0786 0.1254
H 2.4357 -2.2323 -3.1876 -0.0573 0.0921 -0.0965
H 4.4404 -2.7580 -4.6185 -0.0828 0.0867 -0.0496
H 6.9450 -4.8811 -0.8052 0.0861 -0.0369 0.0763
H 6.0718 -6.3451 -1.2561 0.0403 -0.0951 0.0558
H 7.0863 -5.5082 -2.4527 0.0120 -0.0254 -0.0176

=====

(2)
48
Properties=species:S:1:pos:R:3:forces:R:3 method="wB97M-V/def2-TZVPD" charge=+2 homo_ev="-14.637 / -14.638" e_tot_ha=-1598.4243
Au -0.6003 -1.5311 -1.4471 0.4664 0.6581 0.9474
N -3.8264 -1.7914 1.3483 0.0903 0.0260 -0.0528
C -2.6961 -1.8752 0.6497 -0.0508 -0.1332 0.0498
S -2.8198 -1.5314 -1.0776 -0.4014 0.3700 -0.1044
N -1.6016 -2.2557 1.2471 0.2064 -0.2858 -0.0228
N -0.5019 -2.2494 0.4804 -0.2793 -0.2396 -0.0353
C 0.7113 -2.3982 0.9262 0.0308 -0.0785 0.1902
C 1.0217 -2.5547 2.3524 -0.0417 0.0295 -0.0648
C 0.3149 -3.4599 3.1467 0.0623 -0.0901 -0.0065
C 0.6593 -3.6108 4.4778 -0.0035 -0.0069 -0.0086
C 1.6719 -2.8361 5.0299 0.0060 -0.0047 0.0132
C 2.3584 -1.9150 4.2495 -0.0119 0.0120 -0.0201
C 2.0473 -1.7829 2.9078 -0.0105 0.0613 0.0194
C 1.7776 -2.3992 -0.1000 -0.0420 -0.1472 -0.0168
C 3.0631 -2.8395 0.1412 -0.0222 -0.0403 -0.0150
C 3.9795 -2.8593 -0.9074 -0.0237 -0.0115 -0.0218
C 3.5824 -2.4610 -2.1702 0.0183 -0.0266 0.0226
C 2.2705 -2.0545 -2.3574 0.0090 0.0736 0.0536
N 1.4069 -2.0210 -1.3461 0.2528 0.0441 -0.1610
H -4.6985 -1.5362 0.9185 -0.0132 0.0011 -0.0222
H -3.8223 -2.0359 2.3259 -0.0070 0.0004 0.0168
H -0.4698 -4.0669 2.7180 -0.0119 0.0218 0.0045
H 0.1379 -4.3353 5.0881 -0.0073 0.0096 -0.0026
H 1.9290 -2.9528 6.0743 -0.0065 0.0059 -0.0030
H 3.1340 -1.3012 4.6863 0.0082 -0.0100 -0.0062
H 2.5755 -1.0569 2.3014 0.0149 -0.0151 0.0050
H 3.3328 -3.1948 1.1246 0.0116 0.0402 0.0169
H 4.9899 -3.2034 -0.7327 0.0043 0.0122 -0.0020
H 4.2631 -2.4658 -3.0092 0.0036 -0.0145 0.0039
H 1.9068 -1.7387 -3.3265 -0.0088 0.0223 0.0171
N -0.0771 0.6177 -1.6510 -0.1829 -0.1701 -0.8248
C -0.4377 1.7245 -1.7665 -0.1063 -0.0626 0.0049
N -0.7865 2.9538 -1.8888 0.0761 -0.0520 0.0150
C -0.8238 3.8663 -0.7180 -0.0650 0.0198 0.0683
C -2.0843 4.7137 -0.7713 0.0030 -0.0167 -0.0344
C -2.2031 5.4255 -2.1165 0.0145 0.0033 0.0009
C -2.2041 4.4130 -3.2587 0.0048 -0.0124 0.0353
C -0.9401 3.5699 -3.2329 0.0414 0.0371 -0.0551
H 0.0700 4.4937 -0.7642 0.0012 -0.0097 -0.0220
H -0.7712 3.2610 0.1853 -0.0053 -0.0153 -0.0068
H -2.0519 5.4310 0.0491 0.0077 -0.0050 0.0026
H -2.9557 4.0726 -0.6126 -0.0024 0.0126 0.0225
H -1.3642 6.1177 -2.2406 -0.0121 0.0096 -0.0010
H -3.1114 6.0254 -2.1448 -0.0105 -0.0113 0.0006
H -2.2632 4.9132 -4.2256 0.0084 -0.0043 -0.0010
H -3.0756 3.7581 -3.1750 -0.0056 0.0075 -0.0263
H -0.0563 4.1862 -3.4165 -0.0005 -0.0020 0.0170
H -0.9607 2.7708 -3.9716 -0.0095 -0.0125 0.0099

=====

(3)
51
Properties=species:S:1:pos:R:3:forces:R:3 method="wB97M-V/def2-TZVPD" charge=+1 homo_ev="-8.678 / -11.545" s_squared=6.0507 multiplicity=5 e_tot_ha=-1385.0008
Rh -0.0926 0.0817 -0.1544 0.2661 0.2453 -0.0589
N 2.8770 0.3246 -1.6086 -0.0677 0.1870 -0.1221
C 2.6660 1.3215 -0.7281 -0.0277 -0.1379 0.0046
N 3.5998 2.2473 -0.6230 -0.0761 0.0257 0.1073
C 3.3529 3.2094 0.2925 0.0992 0.1114 -0.0435
N 4.2581 4.1938 0.3692 -0.0126 -0.0300 0.0053
N 2.3115 3.2675 1.1219 -0.0006 -0.0762 -0.0653
C 1.4179 2.2892 0.9718 -0.0671 -0.0350 0.0315
N 1.5319 1.3063 0.0073 0.1204 0.0087 -0.0912
C 0.2910 2.1666 1.8085 -0.0512 0.0405 0.0727
C 0.0169 3.0060 2.9094 0.0340 -0.0412 -0.0441
C -1.1189 2.8154 3.6358 -0.0525 0.0078 0.0473
C -2.0269 1.7723 3.2838 0.0321 0.0265 0.0444
C -1.7387 0.9713 2.2275 0.0840 0.0299 0.0275
N -0.5918 1.1356 1.4984 -0.0588 -0.0024 -0.0462
H 3.6974 0.3830 -2.1854 0.0239 -0.0329 0.0413
H 2.2520 -0.4542 -1.6928 0.0127 -0.0740 0.0743
H 5.0708 4.1650 -0.2185 0.0012 0.0030 0.0012
H 4.1416 4.9206 1.0509 -0.0010 0.0037 0.0081
H 0.7294 3.7860 3.1372 -0.0140 -0.0006 0.0040
H -1.3379 3.4571 4.4784 -0.0021 -0.0095 -0.0049
H -2.9417 1.6123 3.8345 0.0066 0.0149 0.0032
H -2.3894 0.1654 1.9216 -0.0056 0.0115 -0.0364
B -3.8142 -2.7405 0.2109 -0.1698 -0.0313 -0.0236
C -2.5839 -1.8046 0.0187 0.0006 0.0285 -0.0064
N -1.6829 -1.0857 -0.0878 -0.2351 -0.2378 -0.0114
H -4.5794 -2.4890 -0.6938 0.0665 -0.0177 0.0163
H -4.2895 -2.4307 1.2851 0.0779 -0.0408 -0.0271
H -3.4037 -3.8783 0.1773 -0.0083 0.0593 0.0340
C -0.2241 0.2779 -2.0775 -0.0745 0.1190 -0.2637
C -0.4708 0.5058 -3.2759 0.0780 -0.0448 0.3641
C -0.7594 0.7644 -4.5957 -0.0652 -0.0175 -0.2578
C -0.3861 -0.1703 -5.6066 -0.0522 0.0984 0.1182
C -0.7003 0.0904 -6.9131 -0.0344 0.0643 -0.0318
C -1.3805 1.2705 -7.2410 -0.0025 0.0035 0.0110
C -1.7538 2.2003 -6.2621 0.0131 -0.0534 -0.0764
C -1.4536 1.9595 -4.9486 0.0850 -0.1121 0.0555
H 0.1295 -1.0765 -5.3210 0.0012 0.0097 0.0191
H -0.4301 -0.6117 -7.6891 -0.0054 0.0112 -0.0086
H -1.6269 1.4670 -8.2764 0.0022 -0.0002 0.0015
H -2.2808 3.1008 -6.5442 0.0015 -0.0066 -0.0124
H -1.7334 2.6549 -4.1695 0.0093 -0.0176 0.0149
C 2.4568 -3.1680 1.5516 0.0059 -0.0019 0.0088
C 1.5573 -1.9766 1.4541 0.0238 -0.1489 -0.0926
N 1.1551 -1.3939 2.5762 -0.0098 0.0286 -0.0214
O 1.2155 -1.5786 0.3178 0.0547 0.0266 0.2634
H 2.6933 -3.4306 2.5796 0.0044 -0.0028 -0.0067
H 3.3762 -2.9551 1.0076 -0.0020 -0.0003 0.0022
H 1.9669 -4.0095 1.0632 -0.0042 0.0045 0.0022
H 1.4352 -1.7573 3.4708 0.0002 -0.0129 -0.0122
H 0.5305 -0.5989 2.5556 -0.0042 0.0171 -0.0191

=====

(4)
97
Properties=species:S:1:pos:R:3:forces:R:3 method="wB97M-V/def2-TZVPD" charge=-1 homo_ev=-5.032 e_tot_ha=-142110.8092
S 3.4058 -5.4808 1.8990 -2.4385 -3.1236 -0.7502
C 2.2068 -6.7086 1.6576 -7.2927 -2.7116 1.2871
N 1.0338 -7.4717 1.6891 10.3166 5.4067 -0.4999
Ga -0.5029 -6.2253 1.7159 -1.2727 0.8891 0.2934
H -1.8689 -7.0666 1.5845 0.2102 -0.2122 -0.0979
H -0.5165 -5.4358 3.1419 -0.0710 -0.9148 -0.5733
H -0.3674 -5.2066 0.4823 0.1695 -0.0002 0.1601
C 1.5453 -4.3954 5.4452 -0.1386 -0.0766 -0.5203
Br 0.5099 -3.4459 4.0997 0.9491 0.4860 0.9284
Br 3.3259 -3.6404 5.6542 -0.3628 -0.0778 0.0537
Br 0.6009 -4.5032 7.1424 0.1714 0.1167 -0.3030
H 1.6733 -5.4214 5.0849 -0.0709 0.4017 0.0766
C -2.9958 -6.3145 -2.2082 0.1633 -0.1159 -0.2317
Br -4.1472 -7.5745 -1.2750 0.2603 0.3668 -0.1614
Br -3.3484 -4.4780 -1.6723 0.0834 -0.4121 -0.0717
Br -1.1154 -6.7755 -2.0195 -0.6143 0.0548 -0.1564
H -3.2379 -6.3888 -3.2736 0.0688 0.0514 0.5269
C 5.6165 -2.5062 -0.9487 0.0861 0.1962 -0.0034
Br 6.5974 -4.0987 -1.4834 -0.2905 0.3728 0.1451
Br 3.8679 -2.4146 -1.7962 0.3468 -0.1954 0.2910
Br 5.4924 -2.3481 0.9862 -0.0150 -0.0625 -0.5232
H 6.1896 -1.6434 -1.3039 -0.2789 -0.4015 0.1453
C -2.9456 -1.9441 6.1766 -0.2611 0.0780 -0.2270
Br -1.3903 -0.7885 6.0045 -0.4902 -0.3466 0.1857
Br -3.0806 -3.2009 4.6978 -0.0209 0.2678 0.4495
Br -2.9902 -2.8461 7.8995 0.1027 0.2554 -0.3438
H -3.8295 -1.2996 6.1301 0.4171 -0.2999 0.0734
C 3.6846 1.2610 -3.5532 -0.1829 -0.2941 0.0728
Br 5.4234 0.7611 -2.8386 -0.2828 0.3909 -0.2568
Br 2.7736 2.5440 -2.4093 0.1014 -0.4932 -0.3257
Br 3.8103 1.8900 -5.3897 -0.0545 -0.0993 0.5883
H 3.0718 0.3536 -3.5673 0.3040 0.3498 0.0623
C 1.2386 1.1672 8.8719 -0.2386 -0.1294 0.1553
Br 2.3949 2.5780 9.5478 -0.2471 -0.3158 -0.1970
Br 1.3059 1.0436 6.9317 0.2711 0.0820 0.4481
Br 1.6122 -0.5433 9.7197 -0.0997 0.4485 -0.2790
H 0.2123 1.4393 9.1396 0.4673 -0.1055 -0.1225
C -5.8758 -11.0110 -2.8107 0.0541 -0.2219 -0.0377
Br -4.0650 -10.7162 -3.4573 -0.4857 -0.0954 0.1493
Br -5.9959 -10.8127 -0.8792 0.0348 -0.0066 -0.4878
Br -7.1667 -9.8875 -3.7354 0.3196 -0.2144 0.2370
H -6.1327 -12.0501 -3.0419 0.1086 0.5050 0.1122
C 0.8166 5.0542 -5.2777 0.1714 -0.2145 -0.0547
Br 0.9746 5.7352 -7.0930 -0.3511 -0.1680 0.4237
Br 1.2290 6.4190 -3.9542 -0.1188 -0.3400 -0.3464
Br -0.9203 4.2383 -4.9592 0.4284 0.2554 0.0155
H 1.5663 4.2639 -5.1663 -0.2787 0.2894 -0.0269
C 4.8322 5.1385 -8.5560 -0.2232 0.1627 -0.0714
Br 5.1498 3.2781 -8.0844 0.0441 0.5353 -0.3017
Br 4.4909 6.2350 -6.9858 0.4288 -0.2734 -0.5175
Br 6.2697 5.8643 -9.6472 -0.2263 -0.1702 0.4228
H 3.9236 5.1629 -9.1666 0.3910 -0.0112 0.2314
C 6.7581 5.0892 -3.4431 -0.0041 -0.1612 0.1393
Br 7.5125 6.8641 -3.1895 -0.1882 -0.3912 -0.1134
Br 4.8214 5.1442 -3.6188 0.6604 0.1399 0.1990
Br 7.5935 4.1531 -4.9296 -0.2531 0.2700 0.3227
H 6.9807 4.5148 -2.5378 -0.1138 0.2576 -0.4152
C 3.3322 7.0610 -12.5538 -0.1946 0.0321 -0.1126
Br 3.6498 5.2007 -12.0823 -0.1749 0.4085 -0.2238
Br 2.9909 8.1576 -10.9836 0.1466 -0.3248 -0.3275
Br 4.7697 7.7868 -13.6451 -0.3223 -0.2044 0.3336
H 2.4236 7.0855 -13.1645 0.4315 -0.0192 0.2878
C 0.5166 3.8785 1.0652 0.0621 -0.3069 0.1067
Br 0.6746 4.5595 -0.7501 -0.1630 0.0419 0.4573
Br 0.9290 5.2433 2.3887 -0.1456 -0.2893 -0.3334
Br -1.2203 3.0626 1.3837 0.4955 0.2425 -0.1171
H 1.2663 3.0882 1.1766 -0.3207 0.3610 -0.0542
C -3.1554 1.7312 -7.2862 0.0855 0.0504 0.1928
Br -2.1177 0.0920 -7.4283 -0.3027 0.4543 0.0025
Br -2.4573 3.1322 -8.4415 -0.2110 -0.3888 0.2352
Br -5.0505 1.4173 -7.5930 0.4548 0.0162 -0.0560
H -3.0529 2.0862 -6.2554 -0.0657 -0.1569 -0.4313
C -7.0921 2.6731 -4.0168 -0.0746 -0.2469 -0.1467
Br -8.3592 4.1432 -4.1482 0.3593 -0.3330 0.0658
Br -5.2592 3.2721 -4.2739 -0.4144 -0.0123 0.2212
Br -7.3034 1.6815 -2.3566 0.1006 0.3307 -0.4263
H -7.3198 1.9807 -4.8339 0.1311 0.3193 0.3486
C -5.0734 3.8087 2.4816 -0.2224 0.1029 0.0673
Br -3.9171 5.2195 3.1575 -0.2877 -0.3795 -0.1438
Br -5.0061 3.6851 0.5413 0.0050 -0.0075 0.4505
Br -4.6998 2.0982 3.3293 0.0165 0.4278 -0.2380
H -6.0997 4.0808 2.7492 0.4854 -0.1310 -0.1318
C -5.9273 -5.9554 9.0356 -0.1042 -0.2053 -0.1740
Br -4.1885 -6.4553 9.7502 -0.4077 0.1993 -0.1848
Br -6.8383 -4.6725 10.1795 0.2430 -0.2470 -0.2489
Br -5.8017 -5.3264 7.1991 -0.0408 -0.1925 0.5078
H -6.5401 -6.8628 9.0215 0.2912 0.4337 0.0341
C 6.2349 -0.9796 7.6050 0.1689 0.2291 0.0216
Br 6.1276 -2.1695 9.1401 -0.0320 0.2561 -0.3942
Br 6.6128 -1.9502 5.9619 -0.1351 0.2070 0.4147
Br 4.6482 0.1335 7.4396 0.4739 -0.3974 -0.0294
H 7.0806 -0.3067 7.7805 -0.3838 -0.3432 -0.0778
C -2.5478 4.5937 7.5142 0.0152 0.0094 0.3057
Br -1.5101 2.9544 7.3721 -0.3798 0.5302 -0.1560
Br -1.8498 5.9946 6.3590 -0.1462 -0.3658 0.2496
Br -4.4429 4.2797 7.2074 0.4613 0.0601 0.0196
H -2.4453 4.9486 8.5450 -0.0619 -0.1352 -0.4941